No. 1
Formula: C38H62AlCl2N6O5PSeSi
Source: the Open Molecules 2025 dataset
Level of theory: ωB97M-V/def2-TZVPD

Results
F_max (eV/A): 0.4
LUMO energy (eV): -0.746
ΔE to the lowest compared entry with this formula, charge and spin (kJ/mol): 216.8
Orbital gap (eV): 6.01

Structure (ORCA input):
```
! wB97M-V def2-TZVPD RIJCOSX def2/J DEFGRID3
* xyz 0 1
Al 1.2859 0.6125 -0.1569
C 6.2520 -3.4194 -0.5025
C 6.5430 -2.3968 0.3931
C 5.7264 -1.2795 0.4620
C 4.6043 -1.2056 -0.3535
C 4.2868 -2.2348 -1.2227
C 5.1270 -3.3350 -1.3094
N 3.7889 -0.0224 -0.3831
N 4.4717 0.9963 -0.5431
C 3.7221 2.1997 -0.6681
C 4.4908 3.3478 -0.7940
C 3.8568 4.5728 -0.9296
C 2.4717 4.6165 -0.9319
C 1.7253 3.4477 -0.8021
C 2.3268 2.1977 -0.6840
H 6.9017 -4.2827 -0.5665
H 7.4164 -2.4633 1.0284
H 5.9545 -0.4586 1.1291
H 3.4092 -2.1507 -1.8456
H 4.8973 -4.1286 -2.0091
H 5.5695 3.2601 -0.7827
H 4.4365 5.4809 -1.0288
H 1.9612 5.5674 -1.0295
H 0.6474 3.5233 -0.7812
Cl 0.5339 -0.0746 4.5739
C 0.9325 1.1105 3.3395
Cl 2.2733 0.5367 2.2885
H 1.2903 2.0140 3.8170
H 0.0790 1.2950 2.6952
O 1.1235 -1.1179 -0.4409
P 0.5654 -2.5448 -0.4629
N -0.6715 -2.7916 0.5952
C -2.0686 -3.2129 0.3823
C -2.5856 -3.4043 1.8154
C -1.6789 -2.5214 2.6979
C -0.7675 -1.8122 1.7034
N 1.8354 -3.4487 0.1282
C 2.3233 -3.2050 1.4873
C 3.4081 -4.2688 1.6730
C 2.9986 -5.4079 0.7147
C 1.7190 -4.9073 0.0335
N 0.3276 -3.1343 -1.9613
C -0.8284 -3.9487 -2.3947
C -0.5661 -4.1357 -3.8810
C -0.0334 -2.7675 -4.2905
C 0.8684 -2.3727 -3.1231
H -2.1202 -4.1346 -0.1888
H -2.6093 -2.4283 -0.1487
H -2.4972 -4.4494 2.1116
H -3.6385 -3.1313 1.8850
H -1.0889 -3.1356 3.3795
H -2.2331 -1.8039 3.3005
H 0.2142 -1.5914 2.1190
H -1.2154 -0.8870 1.3272
H 1.5189 -3.3643 2.2201
H 2.6951 -2.1870 1.5928
H 3.4666 -4.5927 2.7115
H 4.3798 -3.8657 1.3932
H 2.8274 -6.3522 1.2299
H 3.7788 -5.5734 -0.0276
H 0.8317 -5.2596 0.5816
H 1.6290 -5.2184 -1.0060
H -1.7610 -3.4062 -2.2431
H -0.8517 -4.8945 -1.8499
H -1.4697 -4.4209 -4.4169
H 0.1923 -4.9086 -4.0341
H -0.8592 -2.0621 -4.3854
H 0.5154 -2.7846 -5.2313
H 0.8406 -1.3004 -2.9350
H 1.9020 -2.6809 -3.3040
C -1.4518 4.7304 -2.4725
C -1.8329 3.3191 -2.0468
C -0.9661 2.2862 -2.7546
C -3.3025 3.0607 -2.3387
O -1.6165 3.2794 -0.6152
Si -1.5874 2.0660 0.4787
O -0.2220 1.1987 0.3981
O -2.8216 1.0327 0.3379
C -4.1536 0.9193 0.8480
C -4.8793 -0.0331 -0.0917
C -4.0776 0.3326 2.2520
C -4.8481 2.2741 0.8796
O -1.6522 2.7644 1.9684
C -1.3863 4.0854 2.4585
C -1.4277 3.9779 3.9776
C -0.0157 4.5584 1.9869
C -2.4638 5.0516 1.9783
H -1.6203 4.8578 -3.5426
H -0.3979 4.9272 -2.2665
H -2.0562 5.4629 -1.9348
H -1.2167 2.2607 -3.8158
H -1.1555 1.2893 -2.3565
H 0.0945 2.5227 -2.6584
H -3.4899 3.1510 -3.4093
H -3.9222 3.7887 -1.8114
H -3.5843 2.0499 -2.0444
H -4.3180 -0.9637 -0.1817
H -4.9652 0.3920 -1.0925
H -5.8796 -0.2540 0.2865
H -3.6890 -0.6849 2.2035
H -5.0687 0.3000 2.7086
H -3.4203 0.9374 2.8798
H -4.8738 2.7156 -0.1153
H -4.3309 2.9540 1.5561
H -5.8750 2.1552 1.2296
H -0.6495 3.3062 4.3438
H -2.3935 3.5840 4.2960
H -1.2798 4.9567 4.4363
H 0.7488 3.8039 2.1878
H 0.2658 5.4800 2.4994
H -0.0310 4.7505 0.9149
H -3.4347 4.7842 2.3963
H -2.5274 5.0352 0.8907
H -2.2239 6.0667 2.3013
Se -3.4339 -0.5944 -4.0143
C -2.3338 -0.8344 -2.6042
N -1.6321 -0.9962 -1.6875
*
```

No. 2
Formula: C38H62Cl6O21
Source: the Open Molecules 2025 dataset
Level of theory: ωB97M-V/def2-TZVPD

Results
F_max (eV/A): 2.8
LUMO energy (eV): 0.347
SMILES string: CCOC(=O)OC.CCOC(=O)OC.CCOC(=O)OC.ClC(Cl)Cl.ClC(Cl)Cl.O=C1CCCO1.O=C1CCCO1.O=C1CCCO1.O=C1CCCO1.O=C1CCCO1.O=C1CCCO1
Orbital gap (eV): 10.36

Structure (ORCA input):
```
! wB97M-V def2-TZVPD RIJCOSX def2/J DEFGRID3
* xyz 0 1
C 1.6572 -5.8327 -2.8117
C 0.2316 -5.8176 -2.4824
O -0.4721 -5.3746 -3.6447
C -1.7930 -5.3669 -3.5481
O -2.4231 -5.6956 -2.5754
O -2.3540 -4.8709 -4.7012
C -3.7464 -4.6515 -4.5899
H 2.3598 -5.9255 -1.9189
H 1.8621 -4.8600 -3.2371
H 1.8399 -6.5714 -3.5474
H 0.0221 -5.0641 -1.7261
H -0.1965 -6.7981 -2.2381
H -4.2544 -5.4735 -4.0602
H -4.1687 -4.5617 -5.5842
H -4.0242 -3.7852 -4.0210
C -4.8241 -1.5339 -0.4510
C -5.3722 -2.6891 -1.3058
O -6.6561 -2.2679 -1.8842
C -6.5496 -1.5569 -3.0167
O -5.4892 -1.4449 -3.6170
O -7.8108 -1.1633 -3.3234
C -8.1047 -0.5665 -4.5589
H -5.5632 -1.3145 0.3460
H -4.6923 -0.7190 -1.1488
H -3.8353 -1.7480 -0.0817
H -5.6847 -3.5033 -0.7187
H -4.7358 -3.0891 -2.1273
H -8.3810 -1.2830 -5.3251
H -7.1976 -0.0749 -4.8823
H -9.0145 0.0452 -4.4114
C -0.1552 1.5636 1.7526
C -0.9115 0.3348 1.4009
O -0.7698 0.1073 0.0297
C -1.1462 -1.0680 -0.4097
O -1.6111 -1.9993 0.2223
O -0.9377 -1.0943 -1.7085
C -1.0824 -2.3497 -2.4520
H 0.8626 1.6685 1.4404
H -0.2371 1.6391 2.8194
H -0.7150 2.4480 1.3904
H -1.9923 0.3736 1.5399
H -0.3768 -0.5189 1.8797
H -0.2478 -2.9625 -2.2588
H -1.0716 -2.0899 -3.5262
H -2.0363 -2.8589 -2.2208
Cl 1.0354 2.7743 5.1559
C 1.7298 1.1500 5.5701
Cl 2.2777 1.1729 7.2007
Cl 2.8166 0.5225 4.2587
H 0.9206 0.4975 5.5433
Cl 4.1673 3.3632 -1.2826
C 4.7051 3.5364 -2.8913
Cl 6.4808 3.3450 -2.9160
Cl 4.3359 5.1768 -3.4963
H 4.1868 2.8330 -3.4991
O 2.3428 -5.1597 4.5627
C 2.6787 -4.5186 3.6224
C 3.4591 -3.1966 3.5387
C 2.9531 -2.5482 2.2106
C 2.4120 -3.7618 1.4700
O 2.3036 -4.9004 2.3609
H 3.1781 -2.5296 4.3518
H 4.5027 -3.5504 3.5179
H 2.1770 -1.8401 2.4300
H 3.7803 -1.9746 1.7356
H 1.3721 -3.5275 1.2260
H 3.0109 -4.1091 0.6223
O -0.3990 8.1687 4.9170
C 0.7637 7.8682 4.8116
C 1.6179 6.9594 5.7617
C 2.9149 6.6481 5.0586
C 3.0201 7.8453 4.0684
O 1.6221 8.2088 3.8188
H 1.6842 7.5229 6.7339
H 1.0548 6.0353 5.9159
H 3.7168 6.6890 5.7607
H 2.8652 5.6512 4.6325
H 3.6130 8.6502 4.4792
H 3.3630 7.5627 3.0888
O 2.2291 1.8335 -3.7104
C 1.0293 1.7010 -3.5589
C 0.1921 2.2126 -2.3065
C -1.2118 2.1822 -2.8714
C -1.1493 1.1676 -4.0328
O 0.2069 1.1414 -4.4433
H 0.3468 1.5302 -1.4675
H 0.4980 3.2226 -1.9881
H -1.9423 1.8775 -2.0383
H -1.5307 3.1330 -3.2558
H -1.4118 0.1524 -3.6554
H -1.7206 1.3563 -4.9641
O 1.7463 4.6878 2.1071
C 1.4924 5.1943 1.0899
C 1.8110 6.6058 0.6652
C 0.8645 6.8630 -0.4702
C 0.6008 5.4075 -1.0523
O 0.8640 4.5057 0.0514
H 1.6855 7.2445 1.5272
H 2.8507 6.5612 0.4366
H -0.0573 7.2255 -0.0427
H 1.2902 7.4829 -1.2813
H -0.4056 5.3132 -1.4287
H 1.3870 5.2030 -1.8046
O -1.0896 -0.9591 4.9628
C -1.2507 -2.0949 4.5641
C -2.5740 -2.7811 4.2273
C -2.1205 -4.2118 3.7453
C -0.6564 -4.0622 3.5135
O -0.2285 -2.8960 4.3463
H -3.3621 -2.6504 4.9643
H -2.9739 -2.2010 3.3625
H -2.2635 -4.8919 4.5860
H -2.6831 -4.5468 2.8711
H -0.0188 -4.9153 3.7342
H -0.3998 -3.8240 2.4705
O 1.5598 -2.9097 -1.2984
C 2.3099 -2.0515 -1.5781
C 2.8258 -1.7363 -2.9531
C 4.0915 -0.9337 -2.6639
C 3.6534 -0.2424 -1.3648
O 2.8469 -1.2047 -0.6877
H 3.0224 -2.5818 -3.5970
H 2.0730 -1.1600 -3.4617
H 5.0373 -1.5122 -2.5360
H 4.2626 -0.2302 -3.4310
H 4.4422 0.0434 -0.6888
H 2.9663 0.5486 -1.6388
*
```

No. 3
Formula: C38H62InN6P2Si2
Source: the Open Molecules 2025 dataset
Level of theory: ωB97M-V/def2-TZVPD

Results
F_max (eV/A): 0.4
LUMO energy (eV): 2.459
Orbital gap (eV): 6.80

Structure (ORCA input):
```
! wB97M-V def2-TZVPD RIJCOSX def2/J DEFGRID3
* xyz -1 1
In -0.2540 -0.1599 0.4208
C -2.9565 2.3500 4.3825
P -2.1440 2.5307 2.7419
C -0.6464 3.4815 3.2345
C -3.1520 3.9491 2.1066
C -2.5646 4.5840 0.8410
P -2.2134 3.3300 -0.4731
C -3.9450 2.8505 -0.8413
C -1.9051 4.4421 -1.9150
H -2.9864 3.2943 4.9341
H -2.4184 1.6068 4.9738
H -3.9767 1.9869 4.2421
H -0.9102 4.4744 3.6125
H 0.0349 3.5759 2.3877
H -0.1111 2.9377 4.0142
H -3.2433 4.6998 2.8993
H -4.1588 3.5743 1.9016
H -1.6279 5.0969 1.0786
H -3.2505 5.3357 0.4372
H -4.6019 3.7240 -0.9011
H -4.3184 2.1650 -0.0783
H -3.9686 2.3249 -1.7931
H -2.3553 5.4282 -1.7735
H -2.3400 3.9864 -2.8072
H -0.8360 4.5554 -2.0927
C -2.7285 -1.7198 4.3179
Si -1.0144 -1.6556 3.5309
C -0.0253 -3.1817 4.0137
C -0.1199 -0.2554 4.3956
N -1.1408 -1.4776 1.8098
C -2.0578 -2.2810 1.1139
C -2.6113 -3.4494 1.6473
C -3.5583 -4.2163 0.9766
C -3.9731 -3.8271 -0.2816
C -3.4137 -2.6918 -0.8574
C -2.4462 -1.9110 -0.2137
N -1.8284 -0.8202 -0.8325
Si -2.0631 -0.5392 -2.5232
C -1.5267 -2.0195 -3.5711
C -3.8862 -0.2373 -2.9451
C -1.0514 0.9205 -3.0940
H -2.6822 -1.3262 5.3385
H -3.1593 -2.7219 4.3652
H -3.4194 -1.0943 3.7428
H 0.0962 -3.2234 5.1019
H 0.9757 -3.1043 3.5754
H -0.4597 -4.1271 3.6828
H -0.4268 -0.2742 5.4470
H -0.3532 0.7230 3.9819
H 0.9664 -0.3772 4.3648
H -2.2877 -3.7836 2.6238
H -3.9558 -5.1096 1.4440
H -4.7133 -4.3993 -0.8282
H -3.7415 -2.4109 -1.8518
H -1.3746 -2.9159 -2.9619
H -0.5914 -1.8044 -4.0950
H -2.2819 -2.2577 -4.3268
H -4.3414 -1.1229 -3.3973
H -3.9922 0.5816 -3.6655
H -4.4671 0.0087 -2.0537
H 0.0123 0.6716 -3.0756
H -1.1778 1.8106 -2.4724
H -1.3308 1.1797 -4.1218
N 5.3698 1.4535 2.0836
C 4.2908 1.1615 2.3913
N 3.1082 0.7872 2.8486
C 1.9921 0.9284 2.2635
N 0.9048 1.0524 1.8337
C 1.5918 4.7041 -0.5276
C 2.1295 3.4416 -1.1528
C 3.2902 3.4800 -1.9253
C 3.8340 2.2918 -2.3832
C 5.0969 2.2931 -3.2078
C 3.2351 1.0744 -2.0696
C 2.0585 0.9834 -1.2964
C 1.5231 2.2300 -0.8872
N 1.4175 -0.1876 -0.9299
C 2.0758 -1.5004 -1.1010
C 3.4786 -1.5451 -0.4626
C 4.1062 -2.9360 -0.6200
C 4.1771 -3.3028 -2.1074
C 2.7649 -3.3449 -2.7032
C 1.9170 -4.3724 -1.9509
C 1.8427 -3.9691 -0.4776
C 3.2516 -3.9687 0.1196
C 1.2416 -2.5650 -0.3608
C 2.1153 -1.9627 -2.5746
H 1.6782 5.5590 -1.2020
H 2.1521 4.9432 0.3807
H 0.5458 4.5942 -0.2396
H 3.7759 4.4271 -2.1397
H 5.4438 3.3099 -3.3963
H 4.9376 1.8058 -4.1728
H 5.8976 1.7534 -2.6970
H 3.7274 0.1858 -2.4281
H 0.6166 2.2588 -0.2965
H 3.3760 -1.2991 0.6006
H 4.1406 -0.7913 -0.8891
H 5.1145 -2.9197 -0.1971
H 4.6655 -4.2757 -2.2315
H 4.7848 -2.5639 -2.6422
H 2.8196 -3.6190 -3.7608
H 2.3579 -5.3716 -2.0417
H 0.9113 -4.4153 -2.3823
H 1.2026 -4.6669 0.0678
H 3.6958 -4.9668 0.0324
H 3.2100 -3.7203 1.1855
H 1.1917 -2.3122 0.7073
H 0.2190 -2.5745 -0.7555
H 1.0829 -1.9991 -2.9348
H 2.6397 -1.2529 -3.2081
*
```

No. 4
Formula: C38H64F16O9
Source: the Open Molecules 2025 dataset
Level of theory: ωB97M-V/def2-TZVPD

Results
F_max (eV/A): 4.4
LUMO energy (eV): 0.347
SMILES string: FC(F)C(F)(F)COC(F)(F)C(F)F.FC(F)C(F)(F)COC(F)(F)C(F)F.C1CCOC1.C1CCOC1.C1CCOC1.C1CCOC1.C1CCOC1.C1CCOC1.C1CCOC1
Orbital gap (eV): 9.57

Structure (ORCA input):
```
! wB97M-V def2-TZVPD RIJCOSX def2/J DEFGRID3
* xyz 0 1
F 3.8535 1.5071 -1.9189
C 4.4609 2.2033 -2.9153
F 5.4850 1.4506 -3.4174
C 3.4619 2.4806 -4.0361
F 3.1784 1.3331 -4.6870
F 4.0283 3.3405 -4.9297
C 2.1624 3.1138 -3.5542
O 2.4412 4.2590 -2.7888
C 1.5818 4.4503 -1.7233
F 0.3041 4.1979 -2.0445
F 1.9309 3.5545 -0.7628
C 1.6834 5.8680 -1.1792
F 2.8603 6.1072 -0.5479
F 1.5481 6.8339 -2.1231
H 4.9163 3.1037 -2.4959
H 1.5866 2.3578 -3.0119
H 1.5911 3.3832 -4.4461
H 0.8768 6.0205 -0.4574
F -2.6759 0.6920 1.1368
C -2.4851 0.4606 -0.1771
F -3.6512 0.7366 -0.8520
C -1.3326 1.2614 -0.7394
F -1.5653 2.5863 -0.7290
F -1.0706 0.8754 -2.0146
C -0.0567 1.0563 0.0879
O 0.2476 -0.2997 0.3084
C 1.3638 -0.7682 -0.3238
F 1.2216 -0.6694 -1.6635
F 2.4254 -0.0019 -0.0308
C 1.5685 -2.2344 0.0745
F 2.5526 -2.8357 -0.5982
F 1.8957 -2.2260 1.3946
H -2.3222 -0.6067 -0.3648
H -0.1726 1.5792 1.0391
H 0.7444 1.5999 -0.4140
H 0.6224 -2.7658 -0.0586
C -0.4103 0.2807 -4.9006
C 0.8376 -0.5850 -5.1599
C 0.2268 -1.9773 -5.3617
O -1.1225 -1.9545 -4.8905
C -1.3367 -0.7242 -4.2241
H -0.7546 0.6055 -5.8855
H -0.1839 1.1709 -4.3144
H 1.4350 -0.6100 -4.2472
H 1.4413 -0.1780 -5.9658
H 0.8128 -2.6583 -4.7355
H 0.2126 -2.3369 -6.3907
H -1.0777 -0.7546 -3.1564
H -2.3805 -0.4085 -4.2419
C -2.7229 -3.2171 -1.1942
C -1.5214 -3.9225 -1.8178
C -1.9727 -5.3693 -1.8893
O -2.8294 -5.5382 -0.7554
C -3.2920 -4.2895 -0.2594
H -3.4668 -2.9956 -1.9631
H -2.4757 -2.2917 -0.6749
H -0.6472 -3.7595 -1.1832
H -1.2877 -3.5447 -2.8159
H -1.1762 -6.1133 -1.9111
H -2.6011 -5.5910 -2.7609
H -2.8564 -4.1815 0.7398
H -4.3786 -4.2459 -0.1970
C -0.2903 3.8740 3.3593
C -1.6274 4.5308 3.0489
C -1.5139 5.0240 1.5979
O -0.2389 4.5845 1.1330
C 0.6309 4.3980 2.2509
H -0.3778 2.7924 3.2739
H 0.1411 4.2121 4.3017
H -1.8539 5.3236 3.7606
H -2.4445 3.8093 3.1023
H -1.5199 6.1200 1.6178
H -2.3175 4.6735 0.9565
H 1.1588 5.3226 2.5037
H 1.3684 3.6505 1.9549
C 4.3862 -4.0376 2.3924
C 5.4606 -3.3396 1.5761
C 6.7755 -3.7183 2.2875
O 6.4561 -4.8878 3.0474
C 5.1396 -5.3125 2.7472
H 3.4847 -4.1824 1.8032
H 4.1571 -3.5208 3.3251
H 5.2859 -2.2613 1.6580
H 5.4083 -3.5901 0.5185
H 7.1311 -2.9584 2.9862
H 7.5903 -3.9273 1.5896
H 4.6753 -5.9569 3.4980
H 5.2185 -6.0263 1.9111
C 2.4660 0.8303 3.0814
C 2.3970 1.3076 4.5320
C 3.8572 1.3309 5.0045
O 4.6185 0.7300 3.9548
C 3.7294 -0.0121 3.1226
H 2.6531 1.6984 2.4439
H 1.5610 0.3223 2.7526
H 1.8324 0.6136 5.1602
H 1.9027 2.2756 4.6243
H 3.9814 0.8325 5.9663
H 4.1827 2.3695 5.0861
H 3.5380 -1.0140 3.5262
H 4.2388 -0.1347 2.1675
C -6.9947 1.9800 -2.6223
C -6.3099 3.1042 -1.8662
C -6.9914 3.0634 -0.4812
O -7.6324 1.7808 -0.4034
C -7.1965 0.9847 -1.5129
H -6.3169 1.6736 -3.4204
H -7.9554 2.3080 -3.0224
H -6.3394 4.0936 -2.3229
H -5.2478 2.8599 -1.7700
H -7.7438 3.8498 -0.4443
H -6.2413 3.1305 0.3065
H -7.9509 0.2323 -1.7380
H -6.2644 0.4806 -1.2343
C -0.9184 -3.2931 2.8711
C -2.0460 -3.0031 1.8939
C -3.3014 -3.1617 2.7914
O -2.8392 -3.3493 4.1307
C -1.5653 -3.9747 4.0593
H -0.4508 -2.3456 3.1469
H -0.1145 -3.8862 2.4259
H -2.0903 -3.7860 1.1323
H -2.0172 -2.0365 1.3952
H -3.8545 -4.0689 2.5236
H -4.0084 -2.3357 2.7507
H -1.6531 -5.0631 3.9785
H -0.9308 -3.7980 4.9289
*
```